The following is a quantum chemistry calculation of a molecular structure, C3H3N4 in a non-equilibrium geometry, from OMol25.

Each line ends with the Löwdin spin population.
CARTESIAN COORDINATES (ANGSTROEM)
C 1.13869 1.39705 0.34420  0.011
C -0.34917 -0.58487 -0.26544  0.160
C 1.05609 -0.36067 -0.08961  0.113
N 0.72675 2.43120 0.52673  0.007
N -0.30971 -1.63614 0.67995  0.560
N 0.81587 -1.21351 1.05152  0.976
N -1.45316 0.02548 -0.54423  0.168
H 2.10280 -0.46704 -0.49047  -0.001
H -1.46231 0.94460 -1.09131  0.004
H -2.26585 -0.53609 -0.12133  0.000

Calculated values
- total charge = +1
- ΔE to the lowest compared entry with this formula, charge and spin (kcal/mol) = 80.3
- spin multiplicity = 3
- molar mass (g mol⁻¹) = 95.1
- <S²> = 2.01
- LUMO energy (alpha / beta) (hartree) = -0.22892 / -0.34669
- Kohn-Sham gap (alpha / beta) (eV) = 8.2941 / 7.7496